Entry 1:
A molecular structure, C32H76F2N5O9PSSi2 in a non-equilibrium geometry. Source: the Open Molecules 2025 dataset; level of theory: ωB97M-V/def2-TZVPD.

- Energy: -3733.84229 Ha
- HOMO level: -7.964 eV

Last column: Mulliken charge in e.
Geometry (Å):
C 2.18121 0.20965 1.47071  -0.286
C 0.97320 -0.18640 1.09604  -0.216
Si -0.75605 -0.40373 0.31854  0.352
C -1.89046 1.13172 0.69801  -0.066
C -3.27760 0.84151 -0.13286  0.279
C -4.60416 1.27255 0.70075  -0.663
O -5.07368 2.55180 0.19504  -0.409
C -5.77930 2.34873 -1.08638  -0.465
C -1.58566 -1.87703 1.28864  -0.701
N -0.72723 -3.10750 1.24887  -0.389
C -1.03351 -3.96904 0.05620  -0.471
O -0.76998 -0.87885 -1.35577  0.389
Si 0.17468 0.14138 -2.38721  -0.173
C -0.29014 1.99971 -2.35645  -1.105
C 0.83927 2.99149 -1.76751  -0.083
N 2.09063 3.05954 -2.63458  -0.461
N 0.23930 4.39428 -1.85546  -0.417
N 1.15794 2.78279 -0.31924  -0.111
P 2.36961 -0.24063 -2.12558  0.064
S 2.56936 -2.06883 -1.38701  -0.309
N -0.17235 -0.42253 -4.09482  0.185
C -0.03678 -1.89362 -4.21282  0.272
O 0.91040 -2.43484 -4.87246  -0.502
F -1.01360 -2.79191 -3.62626  -0.149
C -1.55016 0.01939 -4.50669  0.305
O -1.66661 0.86487 -5.44408  -0.530
F -2.72098 -0.50993 -3.83336  -0.131
H 3.31744 0.36907 1.62270  0.310
H -1.39435 2.13001 0.41065  -0.272
H -2.14178 1.16940 1.82942  0.623
H -3.33314 -0.32161 -0.23076  -0.249
H -3.25247 1.24284 -1.20882  0.124
H -5.38641 0.42453 0.51626  0.340
H -4.42205 1.31505 1.83853  0.337
H -5.67809 1.26295 -1.46418  0.166
H -6.88503 2.64670 -0.86841  0.229
H -5.35908 3.05554 -1.88872  0.216
H -2.63317 -2.11299 0.88126  0.336
H -1.71408 -1.55522 2.39573  0.233
H 0.28335 -2.86915 1.23471  0.293
H -0.15994 -4.02508 -0.71273  0.166
H -2.00497 -3.68503 -0.49164  0.068
H -1.18972 -5.05324 0.45429  0.271
H -0.46845 2.34171 -3.46038  0.632
H -1.29619 2.23228 -1.81614  0.260
H 2.91398 2.72677 -2.11046  0.321
H 1.94748 2.55206 -3.52149  0.337
H 0.28049 4.60766 -2.87197  0.273
H 0.92191 4.99302 -1.33378  0.287
H 0.46722 3.38594 0.18785  -0.075
H 2.07466 3.22420 -0.07150  0.394
H 2.98612 0.69479 -1.22515  0.037
H 3.03165 -0.29983 -3.42306  0.171
C 4.36480 -3.75093 5.45128  -1.033
C 4.19032 -2.79503 4.28256  -0.323
O 2.97677 -2.05510 4.33058  -0.384
C 2.79007 -1.22000 5.46677  -0.419
C 3.86265 -0.15508 5.61842  -0.740
H 3.52642 -4.45390 5.49855  0.301
H 5.29409 -4.31764 5.34447  0.389
H 4.40336 -3.22444 6.40656  0.218
H 4.16516 -3.37450 3.35582  0.334
H 5.04465 -2.11606 4.19848  0.321
H 2.70773 -1.82910 6.37314  0.311
H 1.82056 -0.72898 5.33668  0.339
H 4.85432 -0.58967 5.75894  0.109
H 3.64875 0.47945 6.48243  0.384
H 3.90515 0.47433 4.72414  0.198
C 8.53944 -1.78918 8.83900  -1.059
C 8.36604 -0.83263 7.67067  -0.331
O 7.15219 -0.09265 7.71808  -0.370
C 6.96449 0.74200 8.85479  -0.328
C 8.03677 1.80708 9.00799  -1.065
H 7.70104 -2.49223 8.88515  0.288
H 9.46876 -2.35576 8.73275  0.388
H 8.57710 -1.26333 9.79458  0.262
H 8.34177 -1.41165 6.74362  0.342
H 9.22020 -0.15367 7.58763  0.294
H 6.88135 0.13241 9.76068  0.316
H 5.99514 1.23305 8.72405  0.308
H 9.02839 1.37252 9.14914  0.263
H 7.82180 2.44104 9.87211  0.385
H 8.07996 2.43677 8.11429  0.298
C -5.46726 -2.31775 -4.15263  -0.900
C -4.82943 -3.28366 -3.16742  0.182
O -5.75803 -3.86492 -2.26009  -0.415
C -6.80886 -4.63129 -2.83648  -0.318
C -6.31811 -5.81547 -3.65170  -0.977
H -5.98649 -1.51449 -3.61886  0.280
H -4.70486 -1.87521 -4.79968  0.137
H -6.20108 -2.81177 -4.79192  0.377
H -4.10171 -2.73726 -2.56110  -0.117
H -4.26992 -4.06601 -3.68932  0.184
H -7.46331 -3.98612 -3.43207  0.294
H -7.41614 -5.00222 -2.00498  0.358
H -5.70968 -5.50280 -4.50271  0.218
H -7.16536 -6.38862 -4.03712  0.393
H -5.70159 -6.47516 -3.03384  0.283
C 0.22510 8.60990 3.00781  -1.034
C 0.88628 7.80040 1.90450  -0.326
O 0.50261 6.43058 1.89752  -0.432
C -0.88364 6.16342 1.71435  -0.233
C -1.43423 6.69428 0.40227  -0.873
H 0.45144 8.17678 3.98782  0.283
H 0.58241 9.64328 2.98842  0.388
H -0.86101 8.63079 2.90343  0.265
H 1.96893 7.81980 2.05541  0.333
H 0.70384 8.24952 0.92342  0.300
H -1.45687 6.54406 2.56605  0.342
H -0.99593 5.07445 1.72981  0.154
H -1.35442 7.78124 0.33408  0.344
H -2.48908 6.42785 0.29715  0.375
H -0.88108 6.27222 -0.44148  0.097
C -1.87165 -4.73062 -8.13446  -0.765
C -2.08407 -3.80232 -9.31915  -0.305
O -3.30261 -3.07120 -9.25630  -0.455
C -3.46636 -2.21306 -8.13381  -0.247
C -2.39907 -1.13671 -8.03289  -0.825
H -2.70244 -5.43920 -8.05025  0.268
H -0.94059 -5.29193 -8.25245  0.383
H -1.81335 -4.18286 -7.19220  0.024
H -2.12772 -4.40228 -10.23200  0.351
H -1.23826 -3.11857 -9.44001  0.278
H -3.52006 -2.80333 -7.21262  0.184
H -4.44293 -1.73245 -8.24880  0.338
H -1.40020 -1.56072 -7.90919  0.250
H -2.59593 -0.48565 -7.17724  0.225
H -2.38487 -0.52639 -8.94084  0.300

=====

Entry 2:
2 unconnected molecules or ions with the total composition C4H10O4 in a non-equilibrium geometry. Source: the Open Molecules 2025 dataset; level of theory: ωB97M-V/def2-TZVPD.

- Multiplicity: 2
- Charge: +1
- Energy: -458.99511 Ha
- Relative energy (zero: lowest compared OMol25 entry of this formula, charge and spin): 0.0 kcal per mole
- HOMO level (alpha / beta): -15.957 / -15.759 eV

Last column: Mulliken spin population.
Geometry (Å):
O -0.04013 1.65357 1.52015  0.044
C 0.81950 1.04850 0.93221  0.002
O 2.00671 1.58933 0.60604  0.013
C 0.85378 -0.42032 0.65060  0.196
C -0.29468 -0.71118 -0.38806  0.053
C -0.18188 -2.18851 -0.89785  0.006
O -1.46405 -0.70316 0.34617  0.570
H 2.05174 2.48873 0.95906  0.002
H 0.56712 -0.90430 1.59080  -0.006
H 1.84017 -0.74185 0.31876  0.013
H -0.25355 -0.01875 -1.25062  0.070
H -0.73804 -2.28171 -1.82823  0.018
H -0.84163 -2.80528 -0.27059  0.003
H 0.82818 -2.55863 -0.84849  0.000
H -1.60955 0.17949 0.77171  -0.010
H -1.82164 1.75511 -0.98048  -0.001
H -0.73946 2.43740 -0.16290  -0.001
O -0.98259 2.18153 -1.06827  0.029

=====

Entry 3:
C5H5NO2 in the gas phase in a non-equilibrium geometry. Source: the Open Molecules 2025 dataset; level of theory: ωB97M-V/def2-TZVPD.

- Energy: -398.69464 Ha
- SMILES: CC(=O)c1ncco1
- Relative energy (zero: lowest compared OMol25 entry of this formula, charge and spin): 52.6 kcal per mole
- HOMO level: -9.746 eV

Last column: Mulliken charge in e.
Geometry (Å):
C 2.20241 0.50829 0.00964  -1.167
C 0.99431 0.85571 -0.67955  0.574
O 0.94836 1.61725 -1.60229  -0.523
C -0.24422 0.09935 -0.30303  0.568
N -0.34271 -1.21917 0.02195  -0.513
C -1.68887 -1.34153 0.42842  -0.213
C -2.30080 -0.14329 0.36215  -0.090
O -1.32155 0.79333 -0.01833  -0.233
H 2.89006 1.05026 -0.46021  0.390
H 2.29090 -0.58134 -0.11016  0.325
H 2.12029 0.53035 1.14305  0.324
H -2.08418 -2.43660 0.73447  0.277
H -3.46402 0.26739 0.47389  0.281

=====

Entry 4:
CH5NO2Si in the gas phase in a non-equilibrium geometry. Source: the Open Molecules 2025 dataset; level of theory: ωB97M-V/def2-TZVPD.

- Energy: -535.71692 Ha
- SMILES: C[SiH2][N+](=O)[O-]
- Relative energy (zero: lowest compared OMol25 entry of this formula, charge and spin): 31.1 kcal per mole
- HOMO level: -10.087 eV

Last column: Mulliken charge in e.
Geometry (Å):
C 1.41062 -0.44883 -0.04497  -0.947
Si -0.29205 -0.07773 -0.72622  0.570
N -1.36081 0.59646 0.82287  0.645
O -2.24927 1.23900 0.20857  -0.505
O -1.00706 0.71446 1.98135  -0.505
H 1.49674 -1.52933 0.17850  0.306
H 2.17483 -0.06597 -0.66503  0.322
H 1.43088 -0.00480 0.97015  0.314
H -0.93593 -1.28679 -0.95822  -0.120
H -0.66795 0.86354 -1.76700  -0.080

=====

Entry 5:
C4H7NO in the gas phase. Source: the Open Molecules 2025 dataset; level of theory: ωB97M-V/def2-TZVPD.

- Energy: -286.51913 Ha
- SMILES: C1N[C@H]1[C@H]1CO1
- Relative energy (zero: lowest compared OMol25 entry of this formula, charge and spin): 70.6 kcal per mole
- HOMO level: -9.618 eV

Last column: Mulliken charge in e.
Geometry (Å):
C -0.09290 -0.20550 -1.76968  -0.586
N 0.88299 -0.99055 -1.02092  -0.625
C -0.40160 -0.67306 -0.40328  0.016
C -0.59994 0.35129 0.67737  -0.019
C 0.26320 0.47451 1.85317  -0.370
O 0.37988 1.37212 0.75193  -0.434
H 0.12010 0.86043 -1.82983  0.245
H -0.48398 -0.68265 -2.66022  0.265
H 1.62437 -0.32825 -0.82481  0.300
H -1.05831 -1.53738 -0.31780  0.369
H -1.63185 0.70569 0.76438  0.344
H -0.12272 0.92450 2.76905  0.268
H 1.09317 -0.21833 1.98154  0.227

=====

Entry 6:
C2H3NO2 in the gas phase in a non-equilibrium geometry. Source: the Open Molecules 2025 dataset; level of theory: ωB97M-V/def2-TZVPD.

- Energy: -282.95979 Ha
- Relative energy (zero: lowest compared OMol25 entry of this formula, charge and spin): 187.1 kcal per mole
- HOMO level (alpha / beta): -9.667 / -9.394 eV

Last column: Mulliken charge in e.
Geometry (Å):
C 0.04316 0.70214 0.66259  -0.408
C 0.08077 -0.68726 -0.05106  0.197
N 0.97149 0.39539 -0.29550  -0.365
O -0.74145 -0.89212 -1.08387  -0.090
O -0.24741 -0.04389 -2.02753  -0.248
H -0.54188 1.60211 0.48233  0.267
H 0.14131 0.45168 1.71569  0.273
H 0.29400 -1.52805 0.59735  0.375

=====

Entry 7:
2 unconnected molecules or ions with the total composition C4H12O3 in a non-equilibrium geometry. Source: the Open Molecules 2025 dataset; level of theory: ωB97M-V/def2-TZVPD.

- Energy: -385.29241 Ha
- SMILES: OCCCCO.O
- Relative energy (zero: lowest compared OMol25 entry of this formula, charge and spin): 18.4 kcal per mole
- HOMO level: -10.389 eV

Last column: Mulliken charge in e.
Geometry (Å):
O -0.23246 -2.16287 -0.65717  -0.522
C -0.75381 -0.82961 -0.65671  -0.384
C -0.36499 -0.11562 0.66660  -0.505
C -0.00142 1.35205 0.49265  -0.488
C -1.25553 2.20757 0.36370  -0.473
O -0.90734 3.56228 0.06546  -0.519
H -0.94532 -2.79605 -0.75678  0.310
H -1.83974 -0.86983 -0.71874  0.313
H -0.32404 -0.29428 -1.49175  0.230
H -1.18109 -0.18919 1.40357  0.261
H 0.45153 -0.73479 1.08963  0.327
H 0.52881 1.71795 1.37985  0.234
H 0.65740 1.54311 -0.35731  0.319
H -1.92485 1.84900 -0.42171  0.227
H -1.80665 2.13704 1.29867  0.359
H -1.37214 4.14015 0.67489  0.313
O 3.89181 -3.80416 -0.99484  -0.638
H 3.28513 -3.83551 -0.22928  0.321
H 4.09469 -2.87722 -1.15073  0.316

=====

Entry 8:
A molecular structure, C3H13N5 in a non-equilibrium geometry. Source: the Open Molecules 2025 dataset; level of theory: ωB97M-V/def2-TZVPD.

- Energy: -395.73581 Ha
- Relative energy (zero: lowest compared OMol25 entry of this formula, charge and spin): 97.8 kcal per mole
- HOMO level: -6.771 eV

Last column: Mulliken charge in e.
Geometry (Å):
C -1.38249 -1.59157 -0.11357  -0.615
C -0.87185 -0.67111 1.57110  -0.752
N -1.56921 -2.97023 -0.00242  -0.470
N -0.92415 0.74441 1.47656  -0.535
H -1.85690 1.07846 1.26514  0.255
H -2.30643 -3.30538 0.60619  0.210
H -0.73117 -3.52556 0.08411  0.200
H -0.28479 1.07615 0.75151  0.367
H -0.33794 -1.18914 0.09078  0.323
H -2.31980 -1.05605 -0.25635  0.317
H -1.63128 -1.06877 2.24332  0.364
H 0.10655 -1.01428 1.91553  0.387
N 0.30660 0.62834 -2.09993  -0.717
N 2.60220 2.28565 0.10606  -0.437
C 1.96048 1.81090 -1.02376  -0.139
N 0.85955 1.18361 -0.95268  -0.111
H 0.99856 0.37488 -2.80237  0.259
H -0.24920 -0.18228 -1.83374  0.322
H 2.04054 2.25055 0.94623  0.229
H 3.09820 3.15669 -0.00684  0.235
H 2.49251 1.98472 -1.96490  0.305